a | The following is a DFT calculation (ωB97M-V with the def2-TZVPD basis set) of a 5-piece molecular cluster, C7H17NO4 overall.

Each line ends with the natural charge from an NBO analysis.
Element x y z (Å)
O 1.93642 -3.17012 0.38861  -0.917
O -0.69145 3.78053 0.09897  -0.954
O -0.06540 2.04918 -3.09324  -0.934
O 0.29735 -2.59946 2.94241  -0.935
N -1.04398 1.01972 2.25293  -0.535
C -0.04404 -0.90152 -0.80716  -0.277
C 1.78101 -0.48920 -2.53846  -0.666
C -0.59557 -0.34253 0.47043  -0.100
C -2.26474 0.55704 1.77153  -0.070
C 1.08070 -0.36591 -1.23869  -0.119
C -0.03326 0.41129 1.48526  -0.105
C -2.04915 -0.21137 0.62653  -0.292
H -0.74098 1.50052 3.07245  0.419
H 0.99177 0.38631 1.76570  0.217
H -1.37375 3.58566 0.76853  0.479
H 1.08633 -2.80072 0.35287  0.461
H 1.06143 -0.31302 -3.34190  0.227
H -0.09255 -1.72433 2.99418  0.466
H -0.66874 1.45133 -3.53932  0.462
H 2.04527 -1.47924 -2.82695  0.223
H -0.55876 -1.73344 -1.24456  0.220
H 0.18157 3.58435 0.42251  0.477
H -2.78989 -0.54431 -0.00078  0.218
H 2.39474 -2.32406 0.28634  0.458
H -0.44082 -3.15771 2.53864  0.469
H -0.52576 2.30165 -2.33615  0.475
H 2.62761 0.13282 -2.72395  0.224
H -3.22856 0.98321 2.07632  0.216
H 1.72320 0.41335 -0.62306  0.193

Calculated values
HOMO energy (eV): -8.397
Frontier orbital gap (eV): 8.75
Lowest unoccupied orbital energy (hartree): 0.0129
Total charge: 0

=====

b | The following is a DFT calculation (ωB97M-V with the def2-TZVPD basis set) of a 5-piece molecular cluster, C7H17NO4 overall.

Each line ends with the natural charge from an NBO analysis.
Element x y z (Å)
O 2.62818 -1.10821 -1.52026  -0.960
O 0.36444 0.75336 3.14229  -0.960
O -2.96597 2.45359 -0.36054  -0.944
O 2.17728 -2.85580 1.03569  -0.943
N -1.00016 -0.71914 -0.91937  -0.504
C -1.45457 -2.17608 1.61594  -0.383
C -0.42501 -1.37439 1.37227  -0.237
C 0.78048 2.19871 -2.16119  -0.641
C -0.33424 -0.41777 0.26359  0.071
C -0.70896 0.24467 -1.83462  -0.070
C 0.20851 1.12562 -1.29840  -0.129
C 0.39452 0.72552 0.04661  -0.281
H 2.45248 -1.33585 -0.60075  0.482
H 0.57652 0.74803 4.07885  0.484
H -2.08007 2.14681 -0.60600  0.476
H -1.52901 -2.77931 2.50799  0.214
H 1.29077 3.03983 -1.69335  0.226
H 0.06457 2.57608 -2.89327  0.219
H 1.87386 -3.32193 0.24854  0.475
H -1.15425 0.42107 -2.80088  0.220
H 1.43344 -2.28938 1.28488  0.469
H 1.93117 -0.52582 -1.84286  0.472
H -2.32428 -2.13453 0.97201  0.186
H -1.79488 -1.32300 -1.04408  0.417
H 1.59392 1.82827 -2.79995  0.221
H 0.44897 -1.27436 2.00055  0.220
H 0.93304 1.19285 0.85230  0.251
H -0.58608 0.83426 2.99350  0.486
H -2.79469 3.34689 -0.03950  0.466

Calculated values
HOMO energy (eV): -8.297
Frontier orbital gap (eV): 8.73
Lowest unoccupied orbital energy (hartree): 0.0159
Total charge: 0

=====

Best to worst by energy: b, a.

=====

a | The following is a DFT calculation (ωB97M-V with the def2-TZVPD basis set) of a 2-piece molecular cluster, C3H5O3 overall.

Each line ends with the Löwdin spin population.
Element x y z (Å)
O -1.08881 -3.47141 0.24501  0.000
O -0.59098 0.71549 0.33585  0.187
O -0.61605 -1.48511 -0.72068  0.007
C -1.09995 -2.26517 0.18366  0.001
C 1.23201 2.15186 -0.09729  0.576
C 0.56453 0.91866 -0.07133  0.163
H 2.31039 2.19472 -0.10708  0.029
H 1.09452 0.09579 -0.55361  0.009
H -0.89331 -0.20723 -0.17862  0.000
H 0.69972 3.10273 -0.08232  0.028
H -1.61207 -1.75033 1.04640  0.000

Calculated values
Multiplicity: 2
HOMO energy (alpha / beta) (eV): -8.750 / -8.748
Frontier orbital gap (alpha / beta) (eV): 8.42 / 4.89
Lowest unoccupied orbital energy (alpha / beta) (hartree): -0.0123 / -0.1418
Total charge: 0

=====

b | The following is a DFT calculation (ωB97M-V with the def2-TZVPD basis set) of a 2-piece molecular cluster, C3H5O3 overall.

Each line ends with the Löwdin spin population.
Element x y z (Å)
O -2.76715 1.35496 0.51410  0.790
O 2.62739 -1.66700 -0.46409  0.000
O -0.83356 0.49586 1.13417  0.047
C 0.63512 -0.70626 -1.36872  0.002
C 2.18692 -0.67528 -0.99048  0.000
C -1.80048 1.22426 1.28345  0.104
H -1.90465 1.76512 2.28095  0.056
H 2.81885 -0.00460 -1.55342  0.000
H 0.31859 -1.55883 -0.62629  0.000
H 0.17195 -0.88653 -2.28844  0.000
H 0.25249 0.15798 -0.83172  0.001

Calculated values
Multiplicity: 2
HOMO energy (alpha / beta) (eV): -9.553 / -9.551
Frontier orbital gap (alpha / beta) (eV): 10.30 / 5.53
Lowest unoccupied orbital energy (alpha / beta) (hartree): 0.0276 / -0.1477
Total charge: 0

=====

Best to worst by energy: a, b.

=====

a | The following is a DFT calculation (ωB97M-V with the def2-TZVPD basis set) of one molecule with the formula C18H22N2O3.

Each line ends with the natural charge from an NBO analysis.
Element x y z (Å)
O 0.02991 1.20662 -0.83625  -0.518
O 1.80507 -1.13347 -2.82199  -0.595
O 0.16766 0.98256 4.03366  -0.514
N 0.29833 0.83370 -7.47396  -0.435
N 0.46197 0.65529 -3.30686  -0.601
C 1.00831 -0.10455 -6.87157  0.053
C 1.11629 -0.23557 -5.49671  -0.287
C 0.14402 -1.44503 4.35454  -0.420
C 1.11094 -0.20319 -2.48392  0.669
C 0.17336 1.00504 1.58768  -0.430
C -0.31818 1.59829 0.43321  0.330
C -0.31718 1.67165 -5.32862  -0.286
C -1.62492 3.10943 1.75064  -0.171
C 0.97613 -0.17311 4.15786  -0.061
C -0.24635 1.46223 2.83435  0.421
C -1.22004 2.65406 0.51038  -0.290
C -0.51475 -2.00130 3.08562  -0.226
C 0.50476 -2.71132 2.19645  -0.607
C -1.14980 2.52376 2.90556  -0.303
C -0.34745 1.69930 -6.71083  0.046
C -1.62644 -2.97733 3.46754  -0.597
C 0.43385 0.67890 -4.69796  0.181
C 0.89329 0.10818 -0.99954  -0.158
H 0.87572 0.19329 1.51380  0.224
H 1.67611 -0.27168 3.32416  0.170
H -2.39822 -2.47512 4.04616  0.209
H 0.78888 -2.21251 4.78772  0.205
H -0.96695 -1.17281 2.53028  0.204
H -2.08650 -3.39742 2.57617  0.208
H -0.86187 2.40119 -4.74763  0.211
H -2.32387 3.92911 1.81527  0.218
H -0.63241 -1.20754 5.08476  0.215
H 0.90011 -3.58699 2.70727  0.207
H 0.03876 -3.04065 1.27016  0.212
H -0.07721 1.37560 -2.83890  0.425
H 1.52197 -0.79356 -7.52864  0.194
H -1.22513 -3.79418 4.06389  0.200
H 0.48399 -0.79736 -0.53111  0.207
H 1.70779 -1.01789 -5.05373  0.257
H 1.34350 -2.06661 1.94393  0.196
H -1.45950 2.86767 3.87872  0.223
H -0.91827 2.45317 -7.23685  0.193
H -1.58853 3.09855 -0.39974  0.218
H 1.88171 0.30552 -0.56114  0.206
H 1.56114 0.00608 5.06616  0.197

Calculated values
HOMO energy (eV): -8.526
Frontier orbital gap (eV): 9.11
Lowest unoccupied orbital energy (hartree): 0.0216
Total charge: 0

=====

b | The following is a DFT calculation (ωB97M-V with the def2-TZVPD basis set) of one molecule with the formula C18H22N2O3.

Each line ends with the natural charge from an NBO analysis.
Element x y z (Å)
O -1.20948 3.12453 -0.70195  -0.603
O -2.29192 0.06788 -2.12525  -0.513
O 2.56903 -3.92346 -2.42767  -0.550
N -1.75207 1.14476 0.28575  -0.619
N 1.53804 1.11867 0.83570  -0.323
C -1.69571 2.01741 -0.74401  0.662
C -1.96548 1.41591 4.38381  -0.400
C -1.28605 0.02958 2.40132  -0.395
C 0.44060 1.19898 1.14367  0.300
C 5.11661 -2.90343 -2.23920  -0.599
C 1.34525 -0.51432 -2.26373  -0.076
C -0.99544 0.34677 3.86404  -0.405
C -1.24739 2.56793 2.26899  -0.406
C 3.92027 -1.96099 -2.24308  -0.510
C -1.05654 -0.51376 -2.22009  0.389
C -2.38274 2.38095 3.26669  -0.407
C -1.04871 -1.90841 -2.28716  -0.299
C 0.14988 0.17856 -2.22113  -0.365
C 1.36581 -1.90516 -2.31526  -0.213
C 2.61071 -2.71559 -2.34062  0.583
C -2.36408 1.47114 -2.01486  -0.167
C 0.14553 -2.58720 -2.33730  -0.128
C -0.96740 1.25069 1.51519  0.013
H -0.34305 2.87702 2.79696  0.217
H -2.65579 3.34649 3.69310  0.222
H 6.04449 -2.34076 -2.17336  0.207
H -2.34371 -0.22022 2.29229  0.210
H 2.26040 0.05421 -2.24652  0.217
H 3.90492 -1.36255 -1.32918  0.230
H -1.92390 1.97437 -2.88326  0.210
H -2.13554 0.23134 0.08410  0.414
H -3.25969 1.99806 2.74103  0.199
H -2.85578 0.93980 4.79796  0.205
H -1.48441 3.34280 1.54151  0.258
H -1.99307 -2.43011 -2.29569  0.224
H -3.43243 1.70555 -1.98291  0.223
H 0.16416 -3.66560 -2.38588  0.238
H -1.48577 1.96925 5.19205  0.209
H 0.03649 0.69216 3.95124  0.208
H 0.17825 1.25546 -2.17386  0.233
H 5.05577 -3.58367 -1.39357  0.215
H -1.08597 -0.56124 4.46132  0.222
H 5.12830 -3.49914 -3.14845  0.215
H -0.69737 -0.82911 2.06894  0.232
H 3.98497 -1.27560 -3.09165  0.223

Calculated values
HOMO energy (eV): -8.994
Frontier orbital gap (eV): 9.52
Lowest unoccupied orbital energy (hartree): 0.0195
Total charge: 0

=====

Best to worst by energy: b, a.